(1)
The following is a quantum chemistry calculation of a molecular structure, C14H44N10O16Zn in a non-equilibrium geometry, from the OMol25 dataset.

Values from the calculation:
HOMO level = -8.81 eV
orbital gap = 0.3163 Ha
energy above the lowest of the compared OMol25 structures with the same formula, charge and spin = 0.000 eV
2S+1 = 1
electronic energy = -4090.8581 Ha
LUMO = -0.2 eV

Element x y z (Å)
Zn1 0.62 -2.05 -0.97
C1 0.27 0.02 0.41
O1 -0.28 -1.12 0.69
O2 -0.24 1.13 0.74
O3 1.24 -0.11 -0.44
C2 4.69 0.76 -0.31
O4 5.87 1.02 -0.45
N1 3.78 0.90 -1.32
N2 4.10 0.35 0.85
H1 4.09 1.39 -2.13
H2 2.78 0.72 -1.20
H3 4.64 0.46 1.68
H4 3.17 -0.02 0.85
C3 2.25 -1.66 -3.50
O5 1.91 -2.27 -2.48
N3 1.81 -0.42 -3.83
N4 3.15 -2.18 -4.34
H5 2.19 0.08 -4.61
H6 1.30 0.10 -3.13
H7 3.38 -1.67 -5.17
H8 3.57 -3.05 -4.09
C4 -0.85 -4.79 -0.20
O6 -0.19 -3.84 -0.62
N5 -1.70 -5.44 -1.02
N6 -0.83 -5.23 1.07
H9 -2.34 -6.14 -0.70
H10 -1.69 -5.28 -2.01
H11 -1.49 -5.92 1.40
H12 -0.18 -4.87 1.75
C5 -1.99 -1.16 -2.26
O7 -0.79 -1.48 -2.28
N7 -2.35 0.14 -2.22
N8 -3.03 -2.02 -2.33
H13 -3.32 0.38 -2.20
H14 -1.68 0.91 -2.31
H15 -2.84 -2.99 -2.14
H16 -3.95 -1.63 -2.30
C6 2.97 -2.84 1.09
O8 2.17 -3.02 0.17
N9 2.67 -2.22 2.26
N10 4.27 -3.22 1.01
H17 3.20 -2.22 3.11
H18 1.71 -1.97 2.44
H19 4.58 -3.50 0.10
H20 4.87 -3.15 1.80
C7 -4.68 3.58 1.18
C8 -3.63 2.62 1.69
O9 -2.34 3.21 1.55
O10 -4.74 3.51 -0.25
H21 -4.38 4.60 1.43
H22 -5.61 3.22 1.61
H23 -3.71 1.69 1.11
H24 -3.72 2.35 2.75
H25 -1.65 2.55 1.60
H26 -3.87 3.79 -0.56
C9 -1.97 -1.17 3.25
C10 -1.61 -2.64 3.38
O11 -0.29 -2.88 2.87
O12 -2.70 -0.87 2.04
H27 -1.09 -0.53 3.23
H28 -2.62 -0.82 4.05
H29 -2.39 -3.24 2.90
H30 -1.52 -3.03 4.40
H31 -0.17 -2.30 2.10
H32 -1.99 -0.69 1.39
C11 -0.59 3.41 -3.66
C12 -0.15 2.71 -2.38
O13 -1.29 2.61 -1.52
O14 -0.72 4.80 -3.51
H33 -1.51 2.97 -4.07
H34 0.17 3.17 -4.42
H35 0.60 3.32 -1.88
H36 0.21 1.72 -2.67
H37 -0.96 2.35 -0.64
H38 -1.31 4.94 -2.76
C13 0.99 4.23 2.11
C14 1.13 3.22 3.24
O15 0.08 2.27 3.32
O16 1.07 3.60 0.85
H39 1.71 5.04 2.20
H40 0.01 4.68 2.36
H41 1.12 3.78 4.18
H42 2.13 2.76 3.27
H43 -0.03 1.80 2.47
H44 0.53 2.81 0.94

Here are the Mulliken charges for atoms 1 to 2, given in e: 2.74, -0.68

=====

(2)
The following is a quantum chemistry calculation of a molecular structure, C46H41F3N3O5RuSbSi in a non-equilibrium geometry, from the OMol25 dataset.

Values from the calculation:
HOMO level (alpha / beta) = -5.11 / -5.06 eV
orbital gap (alpha / beta) = 0.2140 / 0.2085 Ha
total charge = -1
2S+1 = 2
⟨S²⟩ = 0.756
electronic energy = -3242.3410 Ha
LUMO (alpha / beta) = 0.7 / 0.6 eV

Element x y z (Å)
Ru1 0.39 0.50 0.31
O1 5.39 5.13 2.25
C1 4.40 4.79 2.94
O2 4.02 5.10 4.08
C2 3.49 3.78 2.24
C3 3.98 2.53 1.87
C4 3.13 1.62 1.29
N1 1.85 1.89 1.03
C5 1.36 3.09 1.38
C6 2.15 4.06 1.98
C7 -0.11 3.30 1.17
O3 -0.61 4.38 1.40
O4 -0.72 2.23 0.77
H1 5.01 2.27 2.05
H2 3.47 0.62 1.01
H3 1.69 5.00 2.25
F1 -5.58 -5.24 -2.83
C8 -4.79 -4.22 -2.43
C9 -3.58 -4.52 -1.84
C10 -2.77 -3.47 -1.44
C11 -3.17 -2.14 -1.59
C12 -4.39 -1.88 -2.21
C13 -5.21 -2.93 -2.63
Sb1 -1.84 -0.56 -0.99
C14 -2.59 -0.79 1.05
C15 -2.75 0.33 1.86
C16 -3.17 0.20 3.18
C17 -3.40 -1.06 3.68
F2 -3.80 -1.19 4.97
C18 -3.26 -2.19 2.91
C19 -2.86 -2.05 1.59
C20 -3.18 1.01 -1.52
C21 -4.36 1.22 -0.81
C22 -5.25 2.21 -1.22
C23 -4.93 2.97 -2.33
F3 -5.80 3.92 -2.73
C24 -3.77 2.78 -3.05
C25 -2.89 1.79 -2.63
H4 -3.28 -5.55 -1.71
H5 -1.80 -3.69 -1.00
H6 -4.72 -0.86 -2.36
H7 -6.16 -2.74 -3.13
H8 -2.55 1.32 1.47
H9 -3.30 1.07 3.82
H10 -3.47 -3.16 3.35
H11 -2.78 -2.94 0.98
H12 -4.60 0.62 0.05
H13 -6.17 2.40 -0.68
H14 -3.57 3.40 -3.91
H15 -1.97 1.64 -3.17
C26 3.18 -4.24 0.57
C27 2.09 -3.87 -0.20
C28 1.30 -2.80 0.16
C29 1.58 -2.07 1.32
C30 2.68 -2.46 2.10
C31 3.47 -3.53 1.72
N2 0.80 -0.96 1.68
C32 0.45 -0.82 3.03
C33 0.25 -1.94 3.86
C34 -0.15 -1.78 5.17
C35 -0.31 -0.50 5.70
C36 -0.09 0.61 4.90
C37 0.26 0.46 3.57
H16 3.80 -5.08 0.27
H17 1.85 -4.43 -1.11
H18 0.46 -2.50 -0.44
H19 2.91 -1.88 2.99
H20 4.33 -3.80 2.33
H21 0.38 -2.93 3.44
H22 -0.34 -2.65 5.78
H23 -0.64 -0.38 6.73
H24 -0.20 1.61 5.31
H25 0.40 1.32 2.94
C38 0.53 2.48 -4.33
Si1 0.70 2.74 -2.47
C39 -0.21 4.30 -1.98
C40 2.53 3.08 -2.19
O5 0.15 1.38 -1.73
H26 1.10 3.23 -4.88
H27 -0.51 2.54 -4.67
H28 0.91 1.49 -4.61
H29 -0.06 5.10 -2.72
H30 0.14 4.66 -1.01
H31 -1.28 4.11 -1.88
H32 2.83 3.95 -2.77
H33 3.16 2.24 -2.50
H34 2.74 3.30 -1.14
N3 2.16 -0.22 -1.32
C41 2.91 -1.23 -1.96
C42 2.37 -1.93 -3.03
C43 3.09 -2.94 -3.65
C44 4.37 -3.26 -3.22
C45 4.91 -2.57 -2.14
C46 4.19 -1.55 -1.52
H35 1.42 0.19 -1.90
H36 2.73 0.52 -0.93
H37 1.37 -1.67 -3.38
H38 2.66 -3.46 -4.50
H39 4.94 -4.04 -3.71
H40 5.91 -2.81 -1.79
H41 4.62 -1.01 -0.68

Here are the Mulliken charges for atoms 1 to 2, given in e: 1.67, -0.71

=====

(3)
The following is a quantum chemistry calculation of 2 unconnected molecules or ions with the total composition C4H6OS2 in a non-equilibrium geometry, from the OMol25 dataset.

Values from the calculation:
HOMO level (alpha / beta) = -7.63 / -8.09 eV
orbital gap (alpha / beta) = 0.2513 / 0.2831 Ha
energy above the lowest of the compared OMol25 structures with the same formula, charge and spin = 5.403 eV
2S+1 = 1
electronic energy = -1027.4330 Ha
LUMO (alpha / beta) = -0.8 / -0.4 eV

Element x y z (Å)
C1 0.43 -0.81 -1.37
C2 -1.01 0.82 0.61
C3 -0.51 -1.87 -1.16
C4 0.99 1.58 1.58
O1 -0.37 1.68 1.25
S1 1.48 -0.44 -2.50
S2 -2.64 0.78 0.19
H1 -0.31 -2.95 -1.45
H2 -1.36 -1.75 -1.86
H3 -0.86 -1.75 -0.11
H4 1.30 2.00 2.59
H5 1.59 2.18 0.90
H6 1.27 0.53 1.33

Here are the Mulliken charges for atoms 1 to 2, given in e: 0.14, 0.10

=====

(4)
The following is a quantum chemistry calculation of C5H8O in the gas phase, from the OMol25 dataset.

Values from the calculation:
HOMO level = -8.91 eV
orbital gap = 0.3143 Ha
energy above the lowest of the compared OMol25 structures with the same formula, charge and spin = 4.657 eV
2S+1 = 1
electronic energy = -270.3867 Ha
LUMO = -0.4 eV

Element x y z (Å)
O1 0.44 -1.61 -1.61
C1 0.18 -1.74 -0.44
C2 -0.61 -0.72 0.36
C3 -1.62 0.10 -0.38
C4 0.46 1.47 -0.20
C5 0.38 0.38 0.87
H1 0.54 -2.62 0.14
H2 -1.07 -1.20 1.23
H3 -1.35 0.00 -1.46
H4 -0.58 1.75 -0.47
H5 0.98 1.12 -1.09
H6 0.92 2.39 0.17
H7 1.36 -0.05 1.10
H8 -0.01 0.79 1.81

Here are the Mulliken charges for atoms 1 to 2, given in e: -0.46, -0.18

=====

(5)
The following is a quantum chemistry calculation of a molecular structure, C58H48F6N4OPtS3Si in a non-equilibrium geometry, from the OMol25 dataset.

Values from the calculation:
HOMO level (alpha / beta) = -6.32 / -6.32 eV
orbital gap (alpha / beta) = 0.2301 / 0.2301 Ha
energy above the lowest of the compared OMol25 structures with the same formula, charge and spin = 0.000 eV
2S+1 = 1
electronic energy = -4735.5684 Ha
LUMO (alpha / beta) = -0.1 / -0.1 eV

Element x y z (Å)
Pt1 0.74 1.25 -0.16
N1 0.68 1.64 1.94
S1 0.07 0.39 2.42
N2 0.58 -0.94 1.55
S2 0.19 -2.32 1.05
N3 0.01 -2.61 -0.43
S3 -0.57 -1.57 -1.61
N4 -0.86 -0.18 -1.35
C1 -1.99 -2.56 -2.11
C2 -3.13 -1.83 -2.37
C3 -4.29 -2.49 -2.75
C4 -4.29 -3.87 -2.85
C5 -3.14 -4.60 -2.59
C6 -1.97 -3.94 -2.22
C7 0.61 -1.92 -2.89
C8 1.35 -3.09 -2.99
C9 2.16 -3.27 -4.10
C10 2.23 -2.28 -5.08
C11 1.51 -1.11 -4.95
C12 0.69 -0.92 -3.85
C13 1.51 -3.40 1.55
C14 2.44 -2.93 2.46
C15 3.47 -3.78 2.85
C16 3.54 -5.07 2.34
C17 2.60 -5.52 1.42
C18 1.57 -4.68 1.02
C19 -1.24 -2.97 1.89
C20 -2.48 -2.66 1.33
C21 -3.63 -3.08 1.97
C22 -3.54 -3.84 3.13
C23 -2.30 -4.18 3.66
C24 -1.14 -3.74 3.04
C25 -1.71 0.28 2.53
C26 -2.40 0.47 1.34
C27 -3.78 0.59 1.39
C28 -4.46 0.52 2.60
C29 -3.75 0.35 3.78
C30 -2.36 0.24 3.75
C31 0.67 0.01 4.06
C32 0.27 -1.10 4.79
C33 0.87 -1.35 6.02
C34 1.86 -0.51 6.50
C35 2.25 0.60 5.76
C36 1.66 0.87 4.53
H1 -3.09 -0.75 -2.28
H2 -5.19 -1.93 -2.96
H3 -5.20 -4.39 -3.14
H4 -3.14 -5.68 -2.68
H5 -1.07 -4.50 -2.02
H6 1.32 -3.83 -2.21
H7 2.76 -4.16 -4.19
H8 2.88 -2.42 -5.93
H9 1.59 -0.33 -5.69
H10 0.14 0.00 -3.70
H11 2.38 -1.92 2.83
H12 4.22 -3.43 3.55
H13 4.35 -5.72 2.64
H14 2.67 -6.51 1.01
H15 0.84 -5.01 0.30
H16 -2.54 -2.09 0.42
H17 -4.59 -2.83 1.56
H18 -4.44 -4.19 3.62
H19 -2.24 -4.79 4.55
H20 -0.17 -4.01 3.45
H21 -1.87 0.53 0.39
H22 -4.33 0.76 0.47
H23 -5.53 0.62 2.63
H24 -4.26 0.31 4.73
H25 -1.82 0.16 4.68
H26 -0.51 -1.74 4.42
H27 0.55 -2.21 6.60
H28 2.32 -0.71 7.45
H29 3.02 1.26 6.14
H30 1.95 1.71 3.93
C37 3.87 1.39 -0.17
C38 3.44 0.71 -1.48
O1 2.10 0.62 -1.67
C39 4.09 1.46 -2.66
F1 5.43 1.33 -2.67
F2 3.65 1.05 -3.85
F3 3.83 2.78 -2.58
C40 3.98 -0.75 -1.45
F4 3.92 -1.36 -2.64
F5 5.25 -0.86 -1.03
F6 3.24 -1.49 -0.59
H31 3.52 2.42 -0.18
H32 4.95 1.37 -0.03
H33 3.39 0.87 0.66
C41 -0.74 2.07 -5.51
C42 -1.75 1.88 -4.58
C43 -1.56 2.25 -3.26
C44 -0.36 2.82 -2.83
C45 0.65 2.98 -3.78
C46 0.47 2.61 -5.11
Si1 -0.03 3.16 -1.01
C47 1.16 4.59 -0.79
C48 1.26 5.65 -1.69
C49 2.10 6.73 -1.44
C50 2.85 6.77 -0.27
C51 2.75 5.74 0.64
C52 1.92 4.66 0.39
C53 -1.65 3.67 -0.19
C54 -1.79 3.60 1.20
C55 -2.96 3.99 1.83
C56 -4.03 4.48 1.09
C57 -3.91 4.57 -0.29
C58 -2.74 4.18 -0.91
H34 -0.89 1.78 -6.55
H35 -2.70 1.44 -4.89
H36 -2.35 2.06 -2.54
H37 1.61 3.38 -3.48
H38 1.27 2.75 -5.82
H39 0.69 5.63 -2.61
H40 2.17 7.54 -2.16
H41 3.50 7.61 -0.08
H42 3.34 5.76 1.55
H43 1.86 3.84 1.10
H44 -0.98 3.21 1.79
H45 -3.04 3.92 2.91
H46 -4.94 4.78 1.58
H47 -4.73 4.96 -0.88
H48 -2.67 4.28 -1.99

Here are the Mulliken charges for atoms 1 to 2, given in e: 4.45, -1.79

=====

(6)
The following is a quantum chemistry calculation of a molecular structure, C15H23F3NO2PTi in a non-equilibrium geometry, from the OMol25 dataset.

Values from the calculation:
HOMO level (alpha / beta) = -7.19 / -7.30 eV
orbital gap (alpha / beta) = 0.2718 / 0.2270 Ha
energy above the lowest of the compared OMol25 structures with the same formula, charge and spin = 2.783 eV
2S+1 = 3
⟨S²⟩ = 2.018
electronic energy = -2280.8479 Ha
LUMO (alpha / beta) = 0.2 / -1.1 eV

Element x y z (Å)
C1 0.45 3.27 -2.05
C2 -0.82 2.85 -1.73
C3 -1.05 1.66 -0.98
C4 0.01 0.87 -0.51
C5 1.29 1.36 -0.84
C6 1.52 2.53 -1.60
C7 -2.51 1.35 -0.79
C8 -2.92 -0.06 -0.36
N1 -1.91 -1.13 -0.64
Ti1 -0.51 -1.03 0.72
C9 2.55 0.70 -0.36
P1 2.15 -1.07 0.08
H1 -1.67 3.41 -2.09
H2 2.56 2.79 -1.79
H3 0.64 4.17 -2.64
H4 2.92 1.18 0.59
H5 3.32 0.62 -1.16
H6 -2.92 2.07 -0.06
H7 -3.04 1.57 -1.74
H8 -3.14 -0.09 0.73
C10 3.28 -1.39 1.47
C11 2.62 -2.03 -1.44
H9 -3.83 -0.34 -0.90
C12 -1.58 -1.09 -2.07
C13 -2.50 -2.45 -0.30
H10 1.36 -2.28 0.31
H11 -2.21 -1.82 -2.61
H12 -1.78 -0.10 -2.51
H13 -0.52 -1.34 -2.24
H14 -3.02 -2.85 -1.17
H15 -1.67 -3.13 -0.04
H16 -3.21 -2.36 0.51
H17 3.72 -1.95 -1.49
H18 2.29 -3.07 -1.24
H19 2.04 -1.62 -2.29
H20 4.30 -1.36 1.04
H21 3.06 -0.63 2.25
H22 3.01 -2.39 1.85
H23 -2.02 -1.89 2.03
F1 0.17 2.27 4.84
C14 -0.18 1.09 4.32
F2 0.50 0.08 4.95
F3 -1.51 0.88 4.56
C15 0.20 1.00 2.80
O1 1.21 1.56 2.39
O2 -0.64 0.20 2.22

Here are the Mulliken charges for atoms 1 to 2, given in e: -0.80, -1.14

=====

Copy entry 6 word for word.
The following is a quantum chemistry calculation of a molecular structure, C15H23F3NO2PTi in a non-equilibrium geometry, from the OMol25 dataset.

Values from the calculation:
HOMO level (alpha / beta) = -7.19 / -7.30 eV
orbital gap (alpha / beta) = 0.2718 / 0.2270 Ha
energy above the lowest of the compared OMol25 structures with the same formula, charge and spin = 2.783 eV
2S+1 = 3
⟨S²⟩ = 2.018
electronic energy = -2280.8479 Ha
LUMO (alpha / beta) = 0.2 / -1.1 eV

Element x y z (Å)
C1 0.45 3.27 -2.05
C2 -0.82 2.85 -1.73
C3 -1.05 1.66 -0.98
C4 0.01 0.87 -0.51
C5 1.29 1.36 -0.84
C6 1.52 2.53 -1.60
C7 -2.51 1.35 -0.79
C8 -2.92 -0.06 -0.36
N1 -1.91 -1.13 -0.64
Ti1 -0.51 -1.03 0.72
C9 2.55 0.70 -0.36
P1 2.15 -1.07 0.08
H1 -1.67 3.41 -2.09
H2 2.56 2.79 -1.79
H3 0.64 4.17 -2.64
H4 2.92 1.18 0.59
H5 3.32 0.62 -1.16
H6 -2.92 2.07 -0.06
H7 -3.04 1.57 -1.74
H8 -3.14 -0.09 0.73
C10 3.28 -1.39 1.47
C11 2.62 -2.03 -1.44
H9 -3.83 -0.34 -0.90
C12 -1.58 -1.09 -2.07
C13 -2.50 -2.45 -0.30
H10 1.36 -2.28 0.31
H11 -2.21 -1.82 -2.61
H12 -1.78 -0.10 -2.51
H13 -0.52 -1.34 -2.24
H14 -3.02 -2.85 -1.17
H15 -1.67 -3.13 -0.04
H16 -3.21 -2.36 0.51
H17 3.72 -1.95 -1.49
H18 2.29 -3.07 -1.24
H19 2.04 -1.62 -2.29
H20 4.30 -1.36 1.04
H21 3.06 -0.63 2.25
H22 3.01 -2.39 1.85
H23 -2.02 -1.89 2.03
F1 0.17 2.27 4.84
C14 -0.18 1.09 4.32
F2 0.50 0.08 4.95
F3 -1.51 0.88 4.56
C15 0.20 1.00 2.80
O1 1.21 1.56 2.39
O2 -0.64 0.20 2.22

Here are the Mulliken charges for atoms 1 to 2, given in e: -0.80, -1.14